This record from OMol25 describes a cluster of 2 separate species, C4H13N2 in total in a non-equilibrium geometry. The level of theory is ωB97M-V/def2-TZVPD.

Each line ends with the Löwdin charge.
Geometry (Å):
1 C -0.541 -1.482 -1.935  -0.07
2 C -0.865 -1.702 -0.443  -0.19
3 N -1.446 -0.391 0.055  0.13
4 H -0.034 -2.323 -2.431  0.10
5 H -1.434 -1.264 -2.461  0.06
6 H 0.075 -0.571 -2.149  0.08
7 H -1.699 -2.476 -0.354  0.14
8 H -0.066 -2.065 0.234  0.13
9 H -0.649 0.315 0.208  0.09
10 H -1.967 -0.511 0.939  0.17
11 H -2.061 -0.040 -0.684  0.15
12 C 0.895 1.656 2.055  -0.11
13 C 1.790 1.426 -0.101  0.01
14 N 0.738 1.264 0.643  -0.13
15 H 1.840 2.126 2.266  0.07
16 H 0.899 0.763 2.656  0.08
17 H 0.033 2.313 2.326  0.10
18 H 1.772 1.055 -1.147  0.08
19 H 2.719 1.907 0.324  0.11

ΔE to the lowest compared entry with this formula, charge and spin, eV: 1.465
Charge: +1
HOMO-LUMO gap, eV: 11.7
Calculated total energy, eV: -7332.0225

***

This record from OMol25 describes a cluster of 2 separate species, C4H13N2 in total in a non-equilibrium geometry. The level of theory is ωB97M-V/def2-TZVPD.

Each line ends with the Löwdin charge.
Geometry (Å):
1 C -1.333 0.644 -1.094  -0.18
2 N -1.565 1.934 -1.715  0.08
3 C 0.187 0.220 -1.098  -0.34
4 N 0.455 -0.754 0.015  0.38
5 C 0.986 -2.417 3.055  -0.03
6 C 0.945 1.527 -0.935  -0.05
7 H -1.489 0.773 0.056  0.17
8 H -1.860 -0.248 -1.366  0.12
9 H -1.948 1.757 -2.639  0.11
10 H -2.230 2.551 -1.199  0.14
11 H 0.444 -0.226 -2.111  0.19
12 H 0.012 -1.681 -0.236  0.13
13 H 1.920 -2.876 3.198  0.01
14 H 0.844 -1.734 3.843  0.01
15 H 0.991 -1.872 2.060  0.00
16 H 0.178 -3.097 3.017  0.01
17 H 1.084 1.940 -1.916  0.10
18 H 0.403 2.155 -0.348  0.05
19 H 1.975 1.406 -0.586  0.11

ΔE to the lowest compared entry with this formula, charge and spin, eV: 6.851
Charge: +1
HOMO-LUMO gap, eV: 6.1
Calculated total energy, eV: -7326.6362

***

This record from OMol25 describes a cluster of 2 separate species, C4H13N2 in total in a non-equilibrium geometry. The level of theory is ωB97M-V/def2-TZVPD.

Each line ends with the Löwdin charge.
Geometry (Å):
1 C 0.341 2.070 -0.023  0.06
2 C -0.365 0.756 0.491  -0.41
3 C -1.610 0.462 -0.421  -0.12
4 C -2.173 -0.869 0.048  -0.24
5 N -1.345 -1.911 -0.516  0.11
6 N 0.562 -0.245 0.285  0.30
7 H 0.725 1.880 -1.010  0.10
8 H 1.192 2.395 0.562  0.10
9 H -0.450 2.813 0.001  0.11
10 H -0.698 0.789 1.539  0.17
11 H -2.233 1.344 -0.365  0.13
12 H -1.174 0.249 -1.396  0.13
13 H -3.202 -0.971 -0.285  0.14
14 H -2.123 -0.911 1.145  0.13
15 H -1.591 -2.823 -0.182  0.10
16 H -0.342 -1.726 -0.345  0.06
17 H 1.148 -0.294 1.135  0.14
18 H 6.361 -1.333 -0.222  0.00
19 H 6.977 -1.676 -0.439  0.00

ΔE to the lowest compared entry with this formula, charge and spin, eV: 6.459
Charge: +1
HOMO-LUMO gap, eV: 6.0
Calculated total energy, eV: -7327.0285

***

This record from OMol25 describes a structure of composition C4H13N2. The level of theory is ωB97M-V/def2-TZVPD.

Each line ends with the Löwdin charge.
Geometry (Å):
1 C 0.808 -1.475 -0.430  -0.23
2 C -0.037 -1.236 0.821  -0.18
3 C -1.400 -0.665 0.474  -0.18
4 C -1.263 0.722 -0.154  -0.23
5 N -0.731 0.636 -1.457  0.16
6 N 1.409 -0.259 -0.813  0.17
7 H 0.116 -1.846 -1.222  0.17
8 H 1.591 -2.249 -0.313  0.16
9 H -0.105 -2.153 1.413  0.13
10 H 0.409 -0.518 1.517  0.12
11 H -2.055 -0.665 1.345  0.13
12 H -1.868 -1.304 -0.286  0.12
13 H -2.194 1.311 -0.152  0.16
14 H 2.022 3.122 1.945  0.00
15 H -0.563 1.319 0.468  0.16
16 H 0.464 0.340 -1.294  0.05
17 H 1.898 3.743 1.533  0.00
18 H 2.236 -0.352 -1.421  0.14
19 H -0.736 1.530 -1.973  0.14

ΔE to the lowest compared entry with this formula, charge and spin, eV: 6.872
Charge: +1
HOMO-LUMO gap, eV: 6.7
Calculated total energy, eV: -7326.6155

***

This record from OMol25 describes a cluster of 2 separate species, C4H13N2 in total. The level of theory is ωB97M-V/def2-TZVPD.

Each line ends with the Löwdin charge.
Geometry (Å):
1 N 1.041 0.981 0.501  0.19
2 C 1.254 0.018 -0.647  -0.14
3 C 0.116 0.118 -1.656  -0.27
4 N 0.509 -0.651 -2.826  0.01
5 H 0.854 1.913 0.133  0.17
6 H 0.242 0.715 1.108  0.10
7 H 1.878 1.045 1.083  0.17
8 H 2.196 0.287 -1.120  0.14
9 H 1.336 -0.972 -0.216  0.13
10 H -0.813 -0.225 -1.191  0.11
11 H 0.023 1.157 -1.969  0.12
12 H 0.475 -1.650 -2.655  0.08
13 H -0.101 -0.471 -3.612  0.08
14 C -1.256 -0.904 2.509  -0.03
15 C -1.708 0.145 1.834  -0.10
16 H -1.289 -1.886 2.060  0.06
17 H -0.878 -0.790 3.511  0.06
18 H -2.140 0.045 0.848  0.05
19 H -1.739 1.124 2.303  0.07

ΔE to the lowest compared entry with this formula, charge and spin, eV: 1.801
Charge: +1
HOMO-LUMO gap, eV: 10.1
Calculated total energy, eV: -7331.6862

***

This record from OMol25 describes a cluster of 2 separate species, C4H13N2O in total in a non-equilibrium geometry. The level of theory is ωB97M-V/def2-TZVPD.

Each line ends with the Löwdin charge.
Geometry (Å):
1 C -3.418 0.961 0.048  -0.09
2 C -2.419 -0.167 -0.425  -0.22
3 C -1.515 -0.711 0.700  -0.22
4 N -0.112 -0.308 0.534  -0.09
5 C 0.756 -1.161 -0.153  -0.29
6 N 2.049 -0.744 -0.433  0.03
7 H -3.294 1.012 1.127  0.06
8 H -4.432 0.728 -0.272  0.06
9 H -3.143 1.891 -0.408  0.05
10 H -1.826 0.287 -1.219  0.09
11 H -2.969 -1.007 -0.857  0.09
12 H -1.516 -1.797 0.659  0.10
13 H -1.794 -0.365 1.696  0.10
14 H -0.070 0.635 0.167  0.11
15 H 0.450 -2.189 -0.261  0.08
16 H 2.512 -1.235 -1.177  0.07
17 H 2.370 0.206 -0.334  0.03
18 H 4.131 2.195 0.521  0.05
19 H 4.879 1.422 -0.565  0.05
20 O 4.004 1.535 -0.175  -0.06

Spin multiplicity: 2
ΔE to the lowest compared entry with this formula, charge and spin, eV: 0.344
Charge: 0
HOMO-LUMO gap (alpha / beta), eV: 5.2 / 9.2
Calculated total energy, eV: -9384.3454

***

This record from OMol25 describes a cluster of 2 separate species, C4H13N2O in total in a non-equilibrium geometry. The level of theory is ωB97M-V/def2-TZVPD.

Each line ends with the Löwdin charge.
Geometry (Å):
1 C 2.215 0.357 -1.971  -0.10
2 C 0.157 1.373 -2.400  0.03
3 N 0.759 0.460 -1.740  -0.12
4 H 2.793 0.578 -1.073  0.08
5 H 2.549 0.946 -2.849  0.09
6 H 2.453 -0.755 -2.134  0.11
7 H -0.867 1.601 -2.187  0.07
8 H 0.682 1.957 -3.184  0.10
9 C -1.429 -0.629 2.279  -0.30
10 O -1.458 0.271 3.358  -0.02
11 C -0.768 0.034 1.132  -0.16
12 N -0.258 -1.029 0.180  0.14
13 H -2.431 -1.041 1.967  0.14
14 H -0.802 -1.579 2.501  0.15
15 H -1.820 -0.167 4.138  0.11
16 H -1.380 0.759 0.566  0.14
17 H 0.134 0.571 1.518  0.15
18 H -1.069 -1.551 -0.207  0.18
19 H 0.309 -1.659 0.724  0.14
20 H 0.232 -0.498 -0.616  0.06

ΔE to the lowest compared entry with this formula, charge and spin, eV: 2.483
Charge: +1
HOMO-LUMO gap, eV: 11.4
Calculated total energy, eV: -9379.1008

***

This record from OMol25 describes a cluster of 2 separate species, C4H13N2O in total in a non-equilibrium geometry. The level of theory is ωB97M-V/def2-TZVPD.

Each line ends with the Löwdin charge.
Geometry (Å):
1 N 3.027 -1.605 1.887  0.01
2 C 0.143 -0.350 -0.481  0.11
3 C -1.163 -0.337 0.094  -0.10
4 C -2.177 0.271 -0.983  -0.19
5 O -3.314 0.611 -0.277  0.01
6 C 0.823 0.808 -0.992  -0.19
7 N 0.632 2.006 -0.116  0.06
8 H 3.423 -2.518 1.709  0.02
9 H 2.022 -1.635 1.781  -0.02
10 H 3.243 -1.360 2.836  0.01
11 H 0.484 -1.353 -0.724  0.16
12 H -1.341 0.268 0.985  0.15
13 H -1.435 -1.360 0.341  0.13
14 H -2.370 -0.484 -1.748  0.14
15 H -1.744 1.161 -1.433  0.12
16 H -4.077 0.146 -0.638  0.12
17 H 1.861 0.564 -1.200  0.14
18 H 0.359 1.057 -1.959  0.16
19 H 0.093 1.742 0.692  0.06
20 H 1.510 2.366 0.228  0.09

ΔE to the lowest compared entry with this formula, charge and spin, eV: 4.700
Charge: +1
HOMO-LUMO gap, eV: 6.3
Calculated total energy, eV: -9376.8837

***

This record from OMol25 describes a cluster of 2 separate species, C4H13N2O in total in a non-equilibrium geometry. The level of theory is ωB97M-V/def2-TZVPD.

Each line ends with the Löwdin charge.
Geometry (Å):
1 C -1.255 -1.039 0.401  -0.07
2 C -0.956 -0.436 -1.005  -0.18
3 C 0.166 0.550 -1.029  -0.19
4 C 0.181 1.825 -1.469  -0.18
5 N 1.313 2.528 -1.804  0.09
6 N -0.541 -0.125 1.457  0.15
7 H -2.252 -0.957 0.815  0.13
8 H -0.674 -1.944 0.521  0.10
9 H -1.850 -0.074 -1.508  0.12
10 H -0.787 -1.331 -1.618  0.12
11 H 1.169 0.140 -0.865  0.12
12 H -0.752 2.200 -1.880  0.13
13 H 2.086 2.451 -1.171  0.10
14 H 1.178 3.361 -2.335  0.10
15 H 0.045 0.498 0.863  0.10
16 H 0.090 -0.579 2.125  0.12
17 H -1.119 0.468 2.045  0.16
18 H 0.851 -3.507 2.061  0.06
19 H 1.603 -2.566 2.956  0.05
20 O 0.830 -2.605 2.399  -0.04

ΔE to the lowest compared entry with this formula, charge and spin, eV: 2.117
Charge: +1
HOMO-LUMO gap, eV: 9.2
Calculated total energy, eV: -9379.4667

***

This record from OMol25 describes a cluster of 3 separate species, C4H13N2O in total in a non-equilibrium geometry. The level of theory is ωB97M-V/def2-TZVPD.

Each line ends with the Löwdin charge.
Geometry (Å):
1 C -0.254 -0.596 -0.245  -0.21
2 C 0.434 0.019 1.074  -0.13
3 C 1.360 1.034 0.467  -0.16
4 C 1.370 2.278 0.962  0.11
5 N 3.473 -0.919 -0.738  0.02
6 N 0.666 -1.034 -1.141  0.27
7 H -0.856 0.260 -0.652  0.17
8 H -0.976 -1.335 0.169  0.22
9 H 0.939 -0.866 1.499  0.13
10 H -0.193 0.468 1.843  0.12
11 H 0.553 2.525 1.624  0.08
12 H 1.909 3.155 0.631  0.09
13 H 2.632 -1.522 -0.828  0.00
14 H 4.234 -1.423 -0.295  0.04
15 H 2.007 0.578 -0.336  0.09
16 H 0.297 -1.209 -2.079  0.13
17 H 3.786 -0.774 -1.686  0.03
18 H -6.824 -0.539 0.673  0.16
19 H -6.973 -0.056 -0.876  0.04
20 O -7.585 -0.045 -0.065  -0.20

ΔE to the lowest compared entry with this formula, charge and spin, eV: 8.932
Charge: +1
HOMO-LUMO gap, eV: 4.3
Calculated total energy, eV: -9372.6521

***

This record from OMol25 describes a cluster of 2 separate species, C4H13N2O in total in a non-equilibrium geometry. The level of theory is ωB97M-V/def2-TZVPD.

Each line ends with the Löwdin charge.
Geometry (Å):
1 C 0.297 -0.352 1.539  -0.15
2 C 1.150 0.528 0.575  -0.20
3 C 1.450 -0.159 -0.705  -0.16
4 C 0.978 0.388 -1.860  -0.20
5 N 0.865 -0.223 -3.061  0.08
6 N -0.756 -1.019 0.725  0.16
7 H -0.112 0.277 2.316  0.11
8 H 0.940 -1.120 1.940  0.12
9 H 0.437 1.347 0.434  0.11
10 H 1.916 1.053 1.139  0.12
11 H 2.085 -1.026 -0.836  0.12
12 H 0.635 1.416 -1.916  0.13
13 H 1.166 -1.156 -3.296  0.11
14 H 0.375 0.258 -3.790  0.10
15 H -0.837 -2.015 0.921  0.17
16 H -1.678 -0.569 0.785  0.12
17 H -0.390 -0.922 -0.247  0.13
18 H -3.560 1.022 1.441  0.07
19 H -2.357 1.347 2.362  0.07
20 O -2.605 0.926 1.531  -0.04

ΔE to the lowest compared entry with this formula, charge and spin, eV: 1.675
Charge: +1
HOMO-LUMO gap, eV: 8.9
Calculated total energy, eV: -9379.9090

***

This record from OMol25 describes a cluster of 2 separate species, C4H13N2O in total in a non-equilibrium geometry. The level of theory is ωB97M-V/def2-TZVPD.

Each line ends with the Löwdin charge.
Geometry (Å):
1 C -1.608 -1.538 1.983  -0.08
2 C -0.149 -1.610 1.396  -0.17
3 C 0.366 -0.352 0.573  -0.28
4 C -0.550 0.545 0.149  -0.10
5 N -0.529 1.285 -1.143  0.18
6 N 1.532 -0.779 -0.148  0.07
7 H -1.753 -0.937 2.912  0.11
8 H -2.226 -1.159 1.189  0.05
9 H -1.689 -2.527 2.230  0.04
10 H 0.622 -1.645 2.280  0.15
11 H 0.126 -2.469 0.636  0.14
12 H -1.574 0.485 0.500  0.10
13 H -1.339 1.550 -1.640  0.14
14 H -0.404 0.259 -1.589  0.22
15 H 0.246 1.938 -1.373  0.07
16 H 1.717 -0.352 -1.130  0.12
17 H 1.760 -1.761 -0.208  0.08
18 H 2.138 2.715 -2.795  0.10
19 H 1.806 3.645 -1.790  0.12
20 O 1.510 2.707 -2.031  -0.07

ΔE to the lowest compared entry with this formula, charge and spin, eV: 4.225
Charge: +1
HOMO-LUMO gap, eV: 9.5
Calculated total energy, eV: -9377.3591

***

This record from OMol25 describes the ion C4H13N2O with charge +1 in a non-equilibrium geometry. The level of theory is ωB97M-V/def2-TZVPD.

Each line ends with the Löwdin charge.
Geometry (Å):
1 C 2.790 -0.434 -1.056  -0.11
2 N 1.720 -0.443 -0.048  -0.14
3 C 0.374 -0.440 -0.591  -0.19
4 C -0.582 0.293 0.382  -0.22
5 N -1.175 1.555 -0.232  0.24
6 C -1.811 -0.526 0.913  -0.22
7 O -2.591 0.301 1.716  -0.03
8 H 2.513 0.111 -1.974  0.08
9 H 3.016 -1.473 -1.361  0.08
10 H 3.720 -0.033 -0.578  0.09
11 H 1.923 -1.212 0.592  0.12
12 H -0.012 -1.467 -0.750  0.13
13 H 0.378 0.013 -1.596  0.12
14 H 0.065 0.540 1.224  0.15
15 H -2.192 1.495 -0.359  0.17
16 H -0.691 1.804 -1.093  0.17
17 H -1.118 2.264 0.501  0.17
18 H -1.373 -1.348 1.494  0.14
19 H -2.404 -1.080 0.172  0.14
20 H -2.549 0.081 2.646  0.11

ΔE to the lowest compared entry with this formula, charge and spin, eV: 2.447
Charge: +1
SMILES: CNC[C@@H]([NH3+])CO
HOMO-LUMO gap, eV: 9.3
Calculated total energy, eV: -9379.1365